{"formula": "C4H10OS4", "method": "ωB97M-V/def2-TZVPD", "total_charge": 0, "orbital_gap_ev": 7.86, "spin_multiplicity": 1, "smiles": "C[C@H](O)CS.S=C(S)S", "e_tot_ev": -49695.9415, "e_above_lowest_kcal_mol": 12.5, "species": ["H", "C", "H", "C", "H", "C", "S", "H", "H", "C", "S", "H", "S", "S", "H", "H", "H", "H", "O"], "positions_angstrom": [[-0.9655, -1.4072, -0.0628], [-0.5729, 0.6365, -0.7882], [4.0392, -0.9113, 1.8113], [3.2748, -0.0856, -0.1242], [-0.1757, -0.5116, 1.6852], [-1.3356, -0.3419, 0.2205], [3.6088, 0.3983, 1.5521], [-0.4794, 0.2672, -1.7886], [-1.0663, 2.2377, 0.6945], [-2.8339, -0.2877, -0.1839], [3.0129, -1.7608, -0.2126], [-3.4750, -0.6072, 0.7007], [3.0160, 0.8710, -1.4830], [-1.2946, 2.3451, -0.5526], [-2.9846, -0.8611, -1.0380], [-3.2155, 0.7052, -0.1824], [0.3255, 0.9507, -0.6307], [2.1670, -1.5235, -1.2357], [-1.0453, -0.1139, 1.6182]], "nbo_charge": [0.15, -0.51, 0.13, -0.52, 0.47, 0.10, 0.13, 0.22, 0.12, -0.65, 0.10, 0.22, -0.01, -0.07, 0.22, 0.23, 0.21, 0.17, -0.71]}